(1)
ORCA calculation (ωB97M-V with the def2-TZVPD basis set) on a molecular structure, C22H30EuO2Si in a non-equilibrium geometry.

- orbital gap (spin up / spin down) (Ha) = 0.1710 / 0.1722
- highest occupied orbital energy (spin up / spin down) (eV) = -5.1 / -5.1
- expectation value of S² = 15.76
- 2S+1 = 8
- ΔE to the lowest compared entry with this formula, charge and spin (kJ/mol) = 65.18
- maximum force (eV Å⁻¹) = 3.6
- E_tot (hartree) = -2006.35728
- molar mass (g mol⁻¹) = 506.53

Last column: Mulliken spin population.
Atoms and positions in Å:
C: -0.05036 2.25794 1.75389  -0.0120
C: -1.14670 2.52617 0.88522  -0.0105
C: -2.35726 2.37556 1.62756  -0.0043
H: -1.05895 2.81712 -0.16263  0.0012
C: -2.00149 2.05731 2.97663  0.0076
C: -0.57170 1.96823 3.04414  -0.0034
H: 0.02598 1.76673 3.94058  0.0009
H: 1.00724 2.30090 1.48120  0.0013
H: -3.37187 2.51713 1.24096  0.0006
H: -2.68814 1.90737 3.81475  0.0012
Eu: -1.54928 -0.38964 1.74683  7.0064
C: -0.83602 -1.67567 -0.58176  0.0240
H: -1.92317 -1.59930 -0.41201  -0.0071
H: -0.30277 -2.15745 0.26707  -0.0061
H: -0.71840 -2.38833 -1.40797  0.0025
Si: 0.34417 -0.20171 -1.46608  -0.0170
C: 1.71106 -0.47205 -2.76767  0.0054
C: 2.51669 0.66962 -2.97412  -0.0009
H: 2.16571 1.64011 -2.62786  -0.0002
C: 3.81334 0.57588 -3.47012  -0.0008
H: 4.45713 1.47033 -3.47172  0.0000
C: 4.27354 -0.67007 -3.91857  0.0005
H: 5.30918 -0.76822 -4.24666  0.0000
C: 3.41092 -1.77552 -3.92654  -0.0006
H: 3.75053 -2.73277 -4.33039  -0.0001
C: 2.12093 -1.66628 -3.37779  -0.0014
H: 1.46181 -2.52175 -3.38346  0.0002
C: -0.97904 0.77699 -2.41611  -0.0029
C: -0.57813 1.65070 -3.43995  -0.0011
H: 0.36390 1.48436 -3.97215  0.0001
C: -1.39891 2.73243 -3.79020  -0.0001
H: -1.03858 3.46566 -4.50370  0.0000
C: -2.66619 2.87190 -3.22711  0.0001
H: -3.28199 3.73846 -3.46734  0.0000
C: -3.13631 1.89519 -2.34742  -0.0006
H: -4.14620 1.96583 -1.94164  -0.0002
C: -2.31157 0.81787 -1.99059  0.0087
H: -2.70499 -0.01930 -1.38574  -0.0038
H: 0.10884 0.59508 -0.16180  0.0083
H: 1.46832 0.62772 -0.86084  -0.0053
C: 2.03980 -0.84816 2.03428  0.0026
O: 0.74946 -1.42231 2.31587  -0.0053
C: 0.78224 -2.61887 3.12750  0.0015
C: -0.65506 -3.11842 3.28228  0.0049
O: -1.59208 -2.01590 3.42928  0.0092
C: -1.67861 -1.39824 4.74858  0.0054
H: 2.84527 -1.57457 2.25332  0.0001
H: 2.18260 0.05431 2.65161  -0.0012
H: 2.07717 -0.57012 0.96698  0.0002
H: 1.37498 -3.39964 2.62605  -0.0003
H: 1.23754 -2.39333 4.10634  -0.0001
H: -0.96918 -3.64267 2.36560  -0.0052
H: -0.75482 -3.76390 4.16388  -0.0005
H: -2.75521 -1.22031 4.93932  0.0001
H: -1.24743 -2.06679 5.51698  -0.0008
H: -1.12791 -0.43563 4.72332  -0.0008

(2)
ORCA calculation (ωB97M-V with the def2-TZVPD basis set) on a molecular structure, C6H14BNO2Pd in a non-equilibrium geometry.

- net charge = +2
- orbital gap (Ha) = 0.1422
- highest occupied orbital energy (eV) = -17.0
- 2S+1 = 1
- maximum force (eV Å⁻¹) = 2.7
- E_tot (hartree) = -594.03324
- molar mass (g mol⁻¹) = 249.42

Last column: Mulliken charge in e.
Atoms and positions in Å:
N: 1.07753 1.99108 2.36925  -0.4229
C: 0.19936 0.88339 2.50590  -0.6458
C: -0.80075 0.71514 1.25396  1.6361
O: -2.12151 0.67124 1.62629  -0.4813
C: -0.44908 -0.37806 0.30226  -0.9312
B: -0.19793 0.36742 -1.05037  0.3047
C: 0.20922 -0.23426 -2.44852  -0.6853
C: 1.09566 -1.44623 -2.23993  0.1964
C: 0.40779 -2.67201 -1.76582  -0.5686
O: 0.86955 -2.42587 -3.13287  -0.3652
H: 0.57468 2.86879 2.34213  0.2302
H: 1.77952 2.02247 3.09859  0.2936
H: -0.45400 1.02445 3.36946  0.3606
H: 0.75716 -0.03608 2.60181  0.4596
H: -0.67588 1.70561 0.67965  -0.9918
H: -2.29331 -0.08177 2.20017  0.4603
H: 0.38062 -0.99540 0.63207  0.4704
H: -1.27959 -1.06513 0.16131  0.4551
H: -0.39269 1.62014 -1.06014  0.0914
H: -0.63893 -0.57679 -3.03543  0.4100
H: 0.80856 0.50004 -2.97782  0.3439
H: 2.09260 -1.26561 -1.87857  0.4677
H: -0.66620 -2.65871 -1.71433  0.2561
H: 0.99052 -3.54820 -1.54284  0.3932
Pd: -1.27290 3.01435 -0.29622  0.2626

(3)
ORCA calculation (ωB97M-V with the def2-TZVPD basis set) on 9 unconnected molecules or ions with the total composition C27H77N5O9 in a non-equilibrium geometry.

- orbital gap (Ha) = 0.3264
- highest occupied orbital energy (eV) = -8.5
- 2S+1 = 1
- ΔE to the lowest compared entry with this formula, charge and spin (kJ/mol) = 115.45
- maximum force (eV Å⁻¹) = 2.6
- E_tot (hartree) = -2025.66707
- molar mass (g mol⁻¹) = 615.94
- structure (SMILES) = COC[C@H](C)N.COC[C@H](C)N.COC[C@H](C)N.COC[C@H](C)N.COC[C@H](C)N.CCO.CCO.CCO.CO

Last column: Mulliken charge in e.
Atoms and positions in Å:
C: -2.22500 -0.65823 1.10129  -0.6970
O: -0.89947 -1.17858 1.38223  0.3473
C: -0.58854 -2.43880 0.79725  -0.3756
C: -1.46254 -3.59396 1.41120  0.3046
C: -1.22712 -3.51870 2.94846  -0.9947
N: -1.06490 -4.85270 0.77680  -0.6787
H: -2.14614 0.45796 1.08141  -0.2971
H: -2.91043 -0.95938 1.88105  0.2835
H: -2.56234 -1.03110 0.15473  0.5016
H: -0.74594 -2.35434 -0.31324  -0.1479
H: 0.47202 -2.57931 1.01219  0.0725
H: -2.50685 -3.44267 1.13586  0.4519
H: -1.33095 -2.50890 3.39109  0.0729
H: -0.22904 -3.84222 3.19084  0.1674
H: -1.91228 -4.16100 3.47750  0.3469
H: -1.78696 -5.51337 1.01641  0.2723
H: -0.15363 -5.11884 1.16088  0.2860
C: -2.03448 2.92096 -1.04561  -0.4086
O: -3.18608 2.12293 -1.21390  -0.0037
C: -4.43819 2.86149 -1.26333  -0.8794
C: -4.93164 3.22443 0.14559  0.7420
C: -5.50489 1.94695 0.84815  -1.2619
N: -6.03165 4.16350 0.02240  -0.7245
H: -1.96718 3.34075 -0.02029  0.2611
H: -2.04010 3.76638 -1.75770  0.4381
H: -1.14513 2.31923 -1.22163  -0.2789
H: -4.24270 3.81948 -1.78578  0.3793
H: -5.13958 2.25061 -1.84094  0.2420
H: -4.04875 3.53767 0.74065  0.0888
H: -5.84318 2.08816 1.90161  0.3921
H: -4.72419 1.21154 0.90804  0.0573
H: -6.38458 1.59100 0.28617  0.4302
H: -6.30523 4.45379 0.95206  0.2908
H: -5.61389 4.96938 -0.46367  0.2919
C: -3.92772 -1.33166 4.97040  -0.7606
O: -3.14953 -0.42356 4.24372  -0.0150
C: -3.32362 0.94583 4.70990  -1.2379
C: -2.45671 1.86282 3.92521  1.8738
C: -1.00681 1.50681 3.91845  -1.0458
N: -2.63708 3.22757 4.52441  -0.8059
H: -3.61342 -2.31260 4.63272  0.1081
H: -5.00475 -1.19757 4.77832  0.3069
H: -3.71925 -1.15292 6.02404  0.3435
H: -4.37616 1.19281 4.60376  0.4395
H: -3.08976 1.01982 5.80487  0.3750
H: -2.89992 1.86933 2.90991  -0.7945
H: -0.59994 1.28160 4.92623  0.2299
H: -0.41698 2.31484 3.47511  0.5070
H: -0.81726 0.62907 3.27934  -0.1488
H: -2.23948 3.28823 5.46301  0.2986
H: -2.06094 3.75939 3.86225  0.3356
C: 4.40505 -1.63652 -1.15131  -0.8529
O: 3.44736 -1.67380 -2.20390  -0.5863
C: 2.60107 -2.83777 -2.10017  0.3610
C: 3.30699 -4.11564 -2.74029  0.3304
C: 3.73065 -3.88570 -4.15046  -1.2642
N: 2.47357 -5.27555 -2.69616  -0.7186
H: 3.98870 -1.83427 -0.15179  0.3107
H: 4.84975 -0.61619 -1.10362  0.1248
H: 5.25873 -2.31945 -1.31605  0.4930
H: 2.22311 -2.89077 -1.07909  0.1727
H: 1.73223 -2.54940 -2.68311  -0.5001
H: 4.22525 -4.18609 -2.17381  0.3372
H: 4.30888 -4.67675 -4.62418  0.3647
H: 4.37060 -3.00560 -4.15844  0.3168
H: 2.84070 -3.82341 -4.79716  0.1999
H: 1.60282 -5.00607 -3.15536  0.2894
H: 2.10086 -5.54511 -1.79619  0.2923
C: -2.89326 -0.99360 -3.34972  -0.4297
O: -1.76933 -0.49510 -3.92823  -0.3606
C: -0.63133 -1.28532 -3.61413  -0.0684
C: 0.47611 -0.81729 -4.61344  1.1562
C: 0.89171 0.67279 -4.37762  -1.1968
N: 0.01171 -1.06184 -5.93446  -0.7096
H: -3.02966 -2.05685 -3.58017  0.3934
H: -3.82139 -0.50678 -3.63283  0.2973
H: -2.98425 -0.86971 -2.26163  -0.1269
H: -0.34872 -1.10480 -2.60051  -0.4128
H: -0.76737 -2.34226 -3.84996  0.6431
H: 1.36480 -1.44981 -4.46530  -0.1905
H: 1.28285 0.81229 -3.35723  -0.0407
H: 0.06385 1.33999 -4.55951  0.3366
H: 1.66983 0.96465 -5.05783  0.4391
H: 0.66634 -0.88003 -6.69724  0.2234
H: -0.94649 -0.78879 -6.13607  0.2144
C: 2.03565 5.45951 -2.14854  -1.4793
C: 1.86526 3.99841 -1.78426  0.7994
O: 3.07829 3.48341 -1.26655  -0.6047
H: 2.35252 5.98593 -1.26407  0.3646
H: 1.11927 5.92758 -2.52237  0.3548
H: 2.84212 5.66655 -2.86913  0.3444
H: 1.59850 3.40653 -2.67768  -0.1190
H: 1.01383 3.83112 -1.08937  -0.0234
H: 2.88706 2.52536 -1.27170  0.2611
C: 5.10486 2.03263 2.10248  -1.3550
C: 5.18679 1.18143 0.90534  0.4126
O: 5.88461 -0.01048 1.14219  -0.5681
H: 6.12528 2.10702 2.51884  0.3423
H: 4.52506 1.50673 2.88339  0.2692
H: 4.68753 3.01711 1.93366  0.3710
H: 5.69440 1.72562 0.09800  0.3599
H: 4.13930 0.95933 0.54607  -0.0603
H: 5.44675 -0.47149 1.88551  0.2893
C: 1.08842 1.25654 0.66098  -0.0297
C: 1.52838 0.22063 -0.30911  1.9706
O: 2.36442 0.78751 -1.33790  -0.1471
H: 2.01155 1.60593 1.13202  0.1974
H: 0.40540 0.80634 1.35978  -0.4257
H: 0.68781 2.07761 0.06874  -0.6053
H: 0.67515 -0.31964 -0.74735  -0.5810
H: 2.13502 -0.53338 0.24714  -0.4830
H: 2.73040 -0.04821 -1.67477  0.3483
C: 2.33304 -1.71421 3.41084  -0.1020
O: 3.75068 -2.00670 3.15571  -0.5009
H: 1.97198 -1.33721 2.46642  -0.2083
H: 1.81493 -2.65090 3.69179  0.2613
H: 2.23836 -0.94804 4.19035  0.2775
H: 4.17659 -2.56196 3.81111  0.2492

> Which value of maximum force does entry 1 give?

3.6 eV Å⁻¹

> Which of these has the highest 2S+1?

C22H30EuO2Si

> What is the formula in the first record?

C22H30EuO2Si

> Among the records above, which one has the lowest maximum force?

C27H77N5O9